199
Properties=species:S:1:pos:R:3:forces:R:3:mulliken_charge:R:1 method="wB97M-V/def2-TZVPD" e_homo_ev=-6.874 relative_energy_kcal_mol=336.47 fmax_ev_per_a=10.6 spin_multiplicity=1 charge=-1
C -4.79783 -0.03439 -5.82770 -1.0 -3.0 0.9 0.577
H -3.84666 -1.08978 4.41134 0.0 -0.3 -0.1 0.143
N 3.51778 -3.76917 4.43907 -0.8 2.2 0.3 -0.398
C 1.81330 4.35176 0.94389 -0.6 -2.2 0.6 0.325
C 3.33452 -4.67808 3.50496 -0.7 0.2 1.1 0.770
C 5.39883 -0.28646 0.27096 1.2 1.0 1.8 0.920
C -1.10006 -1.98202 -5.88021 1.7 0.2 -3.3 0.593
H -2.60604 -5.88335 2.13755 0.1 -0.1 0.5 0.121
N 0.49342 -0.47058 4.53857 1.6 1.7 -1.2 1.106
H -4.92810 0.83818 3.57785 -0.2 0.0 0.0 0.142
H 3.06801 0.61699 7.09109 -0.3 0.0 -0.4 0.171
H 1.51878 2.01120 -2.41893 0.6 0.0 -0.2 -0.348
F 0.41643 -0.85323 -1.25090 -0.7 0.6 1.6 -0.691
H 4.64865 5.70407 3.35894 0.7 1.1 0.6 0.202
O 0.68556 -7.22848 -2.79886 6.5 -3.3 -4.4 -0.669
H -2.50290 7.53150 0.54465 -0.5 0.1 -0.2 0.217
C 2.40945 -1.26681 -3.77680 -2.8 1.6 -3.8 0.635
N 3.58126 -4.39378 0.24829 3.4 -2.4 3.0 -0.105
O 1.96363 -0.34627 -4.50148 0.7 0.5 0.9 -0.807
H 4.21066 -5.11081 -0.08311 0.0 0.2 0.1 0.297
H -1.10453 8.32861 -3.12684 -0.1 -0.3 0.2 0.205
N -0.99432 1.18038 -4.65484 -3.0 -1.1 2.8 1.253
H -1.04365 -2.85462 5.95950 0.2 0.8 0.3 0.208
C -7.30994 1.26188 0.38945 -0.3 -2.2 -0.7 0.576
C 0.50586 -7.93058 1.47544 0.7 1.2 0.9 0.578
H -0.50836 3.54910 3.41060 -1.2 -1.1 -0.3 -0.189
N 3.88518 2.46879 -2.92890 4.0 -0.8 2.0 0.055
O 3.03816 3.67336 -4.65797 0.4 -0.9 1.7 -0.798
N -0.05331 -5.91198 -1.26334 -0.7 2.3 3.0 0.415
H 0.77678 4.83416 3.78405 0.8 0.2 0.2 0.148
N 3.85510 3.56967 3.49387 -2.7 -1.8 -0.7 0.050
H -1.93019 -4.55254 0.38833 0.2 0.5 -0.1 0.033
O -5.82797 -0.49808 -6.27402 -1.4 -0.6 -0.7 -0.777
H 0.05391 -0.82880 -7.15735 -0.2 0.0 0.3 0.220
N 5.32217 5.10200 3.81059 0.6 5.4 1.3 -0.437
H -3.16660 -0.15716 -4.71008 -0.1 -0.4 0.3 -0.302
H -1.28901 4.42776 -2.94943 -0.3 0.0 -0.1 -0.062
N 1.84527 -2.40332 -3.73462 -3.7 -4.7 0.3 -0.094
H -3.13492 0.37940 2.81586 1.0 -0.3 -0.6 -0.042
H 7.80005 0.57506 0.15918 -0.2 -0.1 0.0 0.318
O 0.39218 3.07106 6.33437 0.0 1.2 -1.5 -0.702
F 0.16863 -1.38667 1.26472 -0.3 1.1 -0.9 -0.371
As 0.10505 0.08481 0.26247 1.4 -0.2 -1.4 2.127
N -2.67877 -2.32983 -1.95150 1.3 0.6 1.3 1.077
N 0.52738 3.97822 0.88749 -1.9 1.6 0.5 0.720
H 2.22989 -0.16842 5.78530 0.2 0.1 0.4 0.025
C -1.18750 6.31602 -3.39719 2.0 3.0 -4.1 0.589
H -0.55473 -2.44938 4.37748 -0.2 -0.4 0.4 -0.013
N -0.48336 2.95167 4.22457 -1.0 -0.5 0.3 0.163
N 8.54962 1.19565 -0.11121 4.2 -3.4 3.4 -0.254
N -1.38658 7.44814 -2.72024 0.0 3.7 0.5 -0.334
H 4.09533 -0.54938 -3.32041 0.5 -0.3 0.4 0.275
H -5.34524 2.47768 3.78272 0.0 -0.2 0.5 0.313
H -0.63009 0.24955 -4.50997 0.4 0.5 -0.3 -0.199
H -0.87485 -5.66834 -0.72873 0.6 0.2 0.0 -0.314
O -3.13671 1.90657 -3.01738 1.9 -0.2 -0.9 -0.827
H -2.87566 -2.60224 -6.67155 0.2 0.4 0.1 0.236
N -1.38502 -7.12430 -2.44707 -10.0 -2.9 -2.1 -0.308
O -0.21070 -8.85208 1.27975 -2.1 -2.9 -0.8 -0.701
N -4.27322 1.06530 -6.20732 0.8 5.0 -3.1 -0.282
H -4.54157 0.75842 -0.44469 0.2 -0.2 -0.1 -0.101
H -4.47068 -3.83339 -3.91226 0.3 0.0 -0.4 0.204
N -4.73453 -1.56738 1.48554 -0.7 -1.0 -3.8 0.012
H 0.83031 0.47966 4.59892 -0.3 0.0 -0.3 -0.175
N 4.39295 -1.07122 0.52620 -2.2 -4.1 0.4 0.539
H 6.87630 3.11240 -1.66036 -0.1 -0.4 -0.2 0.094
N -1.52343 5.36348 -2.65014 -1.3 -7.1 3.5 0.018
N 3.08714 0.20111 6.17088 -1.7 -0.4 1.0 -0.303
N -1.50224 -3.92097 1.05020 -0.2 -0.7 -4.9 0.883
N -4.61196 1.78501 3.73173 -3.0 0.8 2.0 -0.308
C 0.30311 3.50328 5.16499 -1.3 -4.6 2.9 0.534
N 0.50494 1.72161 -6.15090 1.3 -1.7 -0.9 -0.019
F -1.65226 -0.14517 -0.05796 2.4 0.1 1.3 -0.399
N -0.60928 -2.17761 5.34869 0.0 -1.0 -0.1 -0.092
O 2.47463 -4.65528 2.63872 -1.5 0.3 -0.8 -0.200
H -2.18950 -6.83398 -1.90984 0.3 0.0 -0.2 0.121
F 1.88877 0.20601 0.38408 -0.9 0.1 0.4 -0.462
N -2.05911 -2.01691 -6.77521 -2.5 0.1 -2.0 -0.267
H 9.42431 1.10789 0.38611 0.0 -0.2 -0.3 0.177
H -4.62113 1.25147 -7.13705 0.3 1.0 0.1 0.240
H 0.77696 2.23946 -6.97427 0.3 -0.1 0.6 0.210
H 5.41048 1.77283 -0.04519 -0.3 -0.3 0.9 0.364
F 0.29053 1.57087 -0.77053 -1.0 -1.2 1.3 -0.713
H -6.14705 2.35385 1.57354 0.1 -0.1 -0.3 0.094
H 6.48025 1.57459 -0.92517 1.1 0.3 -0.8 0.028
H 3.44258 -0.72996 0.54663 0.4 -0.1 -0.2 -0.196
N 3.52071 -1.36780 -3.17864 6.1 3.3 2.5 -0.204
H -9.10633 2.22067 0.29475 0.0 -0.6 -0.1 0.118
O 6.04007 3.12751 3.25606 0.3 -1.3 0.0 -0.708
N 1.12067 4.29670 4.56698 3.4 3.8 -0.3 -0.310
H 3.34779 -4.38604 1.23090 -0.1 -0.1 -0.1 -0.180
H -3.36832 1.40760 -5.91734 -0.2 0.0 -0.2 0.185
N 1.78543 2.52630 -3.24578 -7.2 -1.2 1.3 0.463
H -0.43192 -7.20169 3.14051 0.3 0.3 -0.5 0.194
N 0.29681 -7.04593 2.45875 0.1 1.3 1.1 -0.217
H 3.57101 3.51271 0.63232 -0.2 -0.2 -0.1 0.013
O -1.05951 -2.65778 -4.90674 -0.8 -2.3 4.9 -0.777
H 4.44273 -2.06995 0.66819 0.6 0.2 -0.1 -0.155
H 1.23434 -2.71966 -0.81595 -0.1 0.3 0.4 -0.948
N -8.59599 1.38052 0.06278 -2.4 -1.6 -2.1 -0.439
H 0.80834 -5.43210 -1.04568 -0.2 -0.6 -0.3 -0.178
H -4.19761 -1.55166 -4.58298 -0.2 0.4 0.0 -0.075
H -3.85772 8.01461 -0.49470 0.5 0.3 0.3 0.225
H 3.85581 -6.53092 3.16987 0.7 -0.1 0.4 0.251
H 1.78244 -8.36067 0.05667 0.5 0.6 -0.1 0.195
H -0.08178 4.73051 1.17572 -0.4 -0.5 -0.4 0.005
H 0.98702 0.93208 -5.74551 0.7 0.3 -0.6 0.166
H -2.20090 -5.34766 3.78147 -0.3 0.0 -0.4 0.291
O 4.14552 -0.07683 4.26505 -0.3 -3.2 -7.8 -0.514
O -1.25630 -3.20137 3.02266 0.6 0.9 1.9 -0.374
H 6.26291 5.35094 4.08106 -0.3 0.4 -0.7 0.262
O -4.87428 -2.76815 -1.76256 -1.9 -0.3 0.9 -0.718
C -0.62798 2.08072 -5.52358 3.7 0.9 -2.9 -0.017
C 2.90601 2.94574 -3.63551 1.7 3.1 -4.9 0.542
O 9.31235 2.96808 -1.39451 -1.4 -2.3 0.7 -0.759
N -5.12106 1.97570 -2.15811 -5.6 3.1 -3.0 -0.236
H -2.00685 1.62732 2.09368 -0.1 -0.7 0.3 -0.727
N -0.01048 -1.35988 -6.30066 1.7 1.3 -0.8 -0.237
N -3.35729 7.32474 0.04729 -0.3 2.6 -0.8 -0.438
N 1.60858 -7.66637 0.76928 1.1 -0.3 -0.9 -0.266
C -3.85505 -2.83429 -2.38726 2.0 1.7 1.7 0.470
H -1.85967 -2.47758 -2.52363 0.1 0.4 0.3 -0.045
H 0.81303 -1.35112 -5.71597 0.1 0.4 0.1 -0.167
H 3.24608 4.36405 3.35913 -0.7 -0.9 -0.3 0.116
O -5.03742 5.85665 -0.46519 0.0 0.8 0.4 -0.702
C 2.76406 -3.95314 -0.64079 1.1 0.6 -1.6 -0.125
H 2.29593 -3.05693 -3.11029 -0.7 -1.0 -0.2 0.143
H 4.81541 -5.61641 4.40770 -0.1 -1.0 -0.4 0.146
O 6.60585 -0.50998 0.36081 -0.5 -1.0 -0.8 -0.955
O -1.01879 3.18026 -5.82102 -3.1 1.5 0.8 -0.699
H -2.85947 0.55775 -0.91860 -0.7 0.3 0.4 -0.614
C -4.89584 -1.27886 2.73776 -2.9 2.2 1.2 0.655
H 5.94111 1.14187 5.29857 -0.3 0.2 0.0 0.276
C -3.90752 1.62075 -2.11743 0.4 1.1 -1.9 0.476
H 0.99302 2.76903 -3.82307 0.2 0.1 0.0 -0.077
N 1.87894 -3.12060 -0.14974 -2.5 1.3 -0.4 2.558
H -1.68396 5.46758 -1.65843 -0.1 -0.1 -0.4 0.139
H 1.86843 4.59557 5.17659 0.0 0.7 -0.5 0.252
H 2.81541 -3.04459 4.39716 0.7 0.6 0.6 -0.013
O -0.74941 6.22615 -4.54603 -0.4 0.4 0.8 -0.676
N 7.16824 2.25759 -1.20851 -3.9 1.8 -2.7 -0.231
N 5.07831 1.06574 5.81807 4.1 2.8 2.2 -0.362
O 2.25986 5.33894 1.46059 0.3 2.5 0.7 -0.772
H -5.27625 2.29687 -3.10303 -1.4 0.5 0.4 0.244
H -5.49865 -1.29791 0.88255 -0.1 -0.1 -0.2 0.249
H -1.06154 -3.06656 0.74058 -0.1 -0.2 0.0 -0.759
H 3.80178 2.67760 3.02328 -1.4 0.0 -0.1 -0.009
C -1.61664 -4.11716 2.30896 -0.4 0.6 2.2 0.226
N -3.80975 -1.30422 3.42506 4.4 -1.1 2.6 -0.133
N -7.05763 2.26594 1.14552 3.4 4.4 3.5 -0.281
H -1.18736 2.31447 4.56875 -0.3 0.5 -0.6 -0.015
C -3.47367 2.26082 3.27290 0.1 -2.2 -2.8 0.456
H -1.57949 -7.66437 -3.27810 0.1 0.0 0.4 0.232
N -3.26026 5.26452 0.73417 1.2 -3.0 1.5 0.038
N 4.09789 -5.70781 3.70278 2.0 -2.8 -0.5 -0.390
H 0.81690 -6.18524 2.36478 -0.4 0.2 0.8 -0.033
H -3.82660 -1.51608 1.04606 -0.1 -0.2 0.3 -0.172
O -6.50451 0.35845 0.12159 -0.8 0.4 -0.2 -0.652
H -1.63729 7.39844 -1.74312 0.0 0.4 -0.5 0.128
H 0.92257 -2.56894 -4.11052 0.0 -0.1 0.2 -0.158
N -3.66645 -3.32212 -3.57774 -1.8 -2.5 -3.5 -0.351
H -2.80668 -3.31190 -4.10764 0.3 0.0 0.1 0.138
N -2.76994 1.31049 2.67456 1.4 -1.5 -0.2 0.743
N 4.88174 0.93533 0.15261 -0.8 3.4 -1.0 0.289
C 8.45890 2.11973 -0.98288 1.9 4.6 -1.1 0.555
O 3.02074 -4.20939 -1.81223 -1.1 0.2 -1.8 -0.887
H 4.34643 -3.77719 5.01646 -0.6 0.6 0.0 0.152
H 0.22032 3.14009 0.41488 -0.1 0.5 0.0 -0.516
C -0.21479 -6.84581 -2.19958 3.3 4.2 3.4 0.548
H 1.79265 -2.96467 0.84441 -0.2 0.0 -0.3 -0.646
N 2.57654 3.34651 0.57321 2.9 -1.7 -1.2 0.367
H -5.78232 1.82224 -1.41026 0.0 0.0 -0.8 -0.010
N -3.76083 0.99715 -1.03930 4.4 -4.1 5.5 1.162
H -3.64611 4.33354 0.80130 0.2 0.2 0.3 -0.118
N -4.02832 -0.62612 -4.95014 1.6 -2.0 2.9 0.485
C -0.10229 -0.94981 5.62795 -2.0 -0.1 2.2 0.384
H 2.23860 2.42346 0.34108 0.0 0.4 0.0 -0.341
N -2.17970 -5.22961 2.77861 -0.6 -1.0 0.2 -0.404
O -0.25673 -0.31182 6.67941 0.7 -0.9 -1.0 -0.749
H 3.69248 1.74448 -2.25189 0.5 0.2 -0.2 -0.106
H -2.44588 5.46690 1.29623 -0.5 0.0 0.0 0.046
H -1.91241 -1.55070 -7.65908 -0.4 -0.2 0.3 0.162
H 2.25230 -6.95673 1.08885 0.1 -0.3 -0.5 0.130
H 3.87597 -2.17912 -2.69320 -0.2 0.2 -0.2 0.155
H -3.09086 -1.92001 3.07279 0.6 0.1 0.6 -0.149
C 4.09992 0.40520 5.30436 -1.9 0.4 5.1 0.522
O -3.15548 3.38635 3.08101 0.4 4.8 0.6 -0.634
H -1.74287 1.49726 -4.05536 -0.2 -0.3 0.6 -0.155
O -5.89917 -0.79747 3.27181 -1.2 -0.2 -0.4 -0.785
H 0.48312 -0.93054 3.63944 0.0 0.2 0.2 -0.639
F -0.05057 1.06062 1.74647 -0.2 -1.0 -1.9 -0.117
H 4.81732 2.73864 -3.20889 -0.1 -0.4 0.3 0.157
H 5.08253 1.32287 6.79478 0.1 0.1 -0.4 0.140
H 3.88746 1.05659 0.28219 0.4 0.0 -0.1 -0.543
H -9.08469 0.60937 -0.36918 0.1 0.3 -0.1 0.248
C 5.10392 3.88716 3.47629 3.8 -2.9 -0.1 0.487
C -3.99610 6.15486 0.11058 -0.6 -0.8 -1.3 0.691
H -2.63062 -1.83267 -1.07365 0.1 -0.1 -0.5 -0.886
H -7.57281 3.13462 1.15487 -0.1 -0.4 -0.1 0.212